(1)
Here is a 12-piece molecular cluster, C33H63N3O27 overall in a non-equilibrium geometry from the Open Molecules 2025 dataset. Energies are from ωB97M-V with the def2-TZVPD basis set.

Results
charge	0
E_tot	-3490.92735	a.u.
SMILES string	COC(=O)OC.COC(=O)OC.COC(=O)OC.COC(=O)OC.COC(=O)OC.COC(=O)OC.COC(=O)OC.COC(=O)OC.COC(=O)OC.CC#N.CC#N.CC#N
LUMO	0.23	eV
energy relative to the best compared isomer or geometry (same formula, charge and spin)	0.0	kcal/mol
spin multiplicity	1
gap between HOMO and LUMO	10.90	eV

Last column: Mulliken charge in e.
Element x y z (Å)
1 C 6.8755 1.3247 1.5385  -1.00
2 O 5.8270 0.7256 0.7119  0.18
3 C 6.3878 0.2947 -0.4908  0.44
4 O 7.4931 0.3842 -0.8341  -0.49
5 O 5.3227 -0.2391 -1.1609  -0.07
6 C 5.6098 -0.7237 -2.4729  -0.67
7 H 6.3472 1.7608 2.3768  0.28
8 H 7.3953 2.1882 1.1070  0.33
9 H 7.6063 0.6417 1.9116  0.36
10 H 6.3885 -1.4908 -2.5151  0.34
11 H 6.1085 0.0045 -3.1313  0.31
12 H 4.6900 -1.1528 -2.8241  0.10
13 C 2.4012 -5.1528 -2.8167  -0.39
14 O 1.4004 -4.1366 -3.1206  -0.33
15 C 1.8242 -3.0124 -3.6999  0.99
16 O 2.9881 -2.7548 -3.9743  -0.65
17 O 0.7255 -2.1897 -3.6672  -0.28
18 C 0.8251 -0.8509 -4.2456  -0.41
19 H 2.1666 -5.3068 -1.7399  0.08
20 H 3.4333 -4.7566 -2.9607  0.31
21 H 2.2886 -6.0412 -3.5200  0.26
22 H 1.8960 -0.5918 -4.2841  0.33
23 H 0.2476 -0.2163 -3.5747  -0.06
24 H 0.3663 -0.7502 -5.2449  0.30
25 C 0.4389 -1.4061 2.4057  -0.46
26 O 0.1673 -2.8068 2.4692  -0.09
27 C 0.6869 -3.3495 3.5808  0.65
28 O 1.4326 -2.8036 4.3404  -0.55
29 O 0.2090 -4.5740 3.6076  -0.30
30 C 0.7510 -5.4357 4.7010  -0.75
31 H 1.4399 -1.0616 2.3646  0.12
32 H -0.0216 -0.9004 3.2438  0.84
33 H 0.0141 -1.0770 1.4785  -0.45
34 H 0.5481 -4.9934 5.7040  0.33
35 H 1.8456 -5.5880 4.5743  0.29
36 H 0.1954 -6.3543 4.6378  0.27
37 C -3.1566 -0.6888 2.1449  0.02
38 O -4.0268 -0.1247 3.0815  -0.34
39 C -4.9566 0.7665 2.6439  0.73
40 O -5.7266 1.3468 3.3768  -0.62
41 O -4.9981 0.8278 1.3126  -0.22
42 C -6.0081 1.6641 0.7376  -0.74
43 H -2.4356 -0.0099 1.6455  -0.30
44 H -3.7299 -1.1874 1.2951  0.36
45 H -2.5466 -1.4184 2.6619  0.23
46 H -6.9207 1.4047 1.2628  0.48
47 H -5.9757 1.5757 -0.3123  0.17
48 H -5.7911 2.7006 1.0656  0.24
49 C -3.2857 2.2949 5.5284  -0.60
50 O -2.7135 2.7653 4.2440  -0.39
51 C -1.5338 2.2274 3.8297  0.88
52 O -0.8974 1.3755 4.3915  -0.62
53 O -1.1505 2.9076 2.7316  -0.41
54 C 0.1596 2.4247 2.2284  -0.52
55 H -3.5864 3.1769 6.1081  0.23
56 H -2.4839 1.7625 6.0330  0.32
57 H -4.1177 1.6723 5.2071  0.19
58 H 0.8979 2.6374 3.0190  0.65
59 H 0.3408 2.9689 1.3022  0.27
60 H 0.1940 1.3389 2.0872  -0.12
61 C 2.2506 -6.4635 0.8355  -0.72
62 O 2.4371 -5.0972 0.5686  -0.34
63 C 1.3912 -4.2801 0.2229  0.32
64 O 1.6122 -3.1367 -0.0571  0.03
65 O 0.2606 -4.8981 0.1057  -0.54
66 C -0.8992 -4.0147 -0.3378  -0.25
67 H 2.0997 -6.9768 -0.1322  0.27
68 H 1.4488 -6.6631 1.5271  0.29
69 H 3.2391 -6.7890 1.2242  0.22
70 H -1.8059 -4.5864 -0.3055  0.32
71 H -0.5905 -3.7017 -1.3545  0.16
72 H -0.9317 -3.1472 0.3832  -0.09
73 C 3.4371 3.2285 0.3282  -1.09
74 O 3.0022 2.0029 1.0018  0.74
75 C 3.5143 1.8268 2.2102  -0.03
76 O 4.1529 2.5689 2.8687  -0.58
77 O 3.0930 0.6216 2.6704  0.56
78 C 3.4463 0.2187 3.9919  -1.15
79 H 2.9167 3.1350 -0.6175  0.26
80 H 4.5071 3.2405 0.2014  0.27
81 H 3.0864 4.1305 0.8581  0.29
82 H 4.0839 0.9809 4.4648  0.49
83 H 3.9883 -0.7001 3.8673  0.27
84 H 2.5710 -0.0600 4.6109  0.18
85 C 2.0902 -0.3217 -1.1421  -0.39
86 O 0.6447 -0.4374 -0.6235  0.86
87 C -0.0307 0.7034 -0.7075  0.36
88 O 0.4018 1.8098 -1.1100  -0.68
89 O -1.3004 0.4373 -0.3626  -0.34
90 C -2.2097 1.5574 -0.4507  -0.79
91 H 2.7227 0.1372 -0.4162  -0.08
92 H 2.2276 0.1427 -2.1101  0.49
93 H 2.4400 -1.3751 -1.2497  -0.24
94 H -1.9599 2.3394 0.2772  0.37
95 H -3.2350 1.1399 -0.3002  0.11
96 H -2.1550 2.0975 -1.3699  0.46
97 C -7.5998 3.8745 -4.5276  -0.91
98 O -7.1232 3.5688 -3.2325  -0.33
99 C -5.8616 4.0359 -3.0038  0.93
100 O -5.1594 4.5018 -3.8460  -0.53
101 O -5.5878 3.9340 -1.6700  -0.28
102 C -4.3977 4.6714 -1.1880  -0.59
103 H -8.2374 3.0553 -4.9182  0.29
104 H -6.7826 4.1651 -5.1839  0.39
105 H -8.2584 4.7553 -4.5104  0.30
106 H -4.0926 5.3523 -1.9776  0.40
107 H -3.5319 4.0057 -0.8871  0.05
108 H -4.6249 5.2902 -0.3116  0.28
109 C 4.5683 -2.2847 1.3982  0.21
110 C 5.9243 -2.0328 1.9665  0.02
111 N 6.9971 -1.8932 2.3580  -0.62
112 H 4.6390 -2.9173 0.5123  0.44
113 H 4.0184 -1.3679 1.1060  -0.54
114 H 3.9373 -2.8241 2.0900  0.40
115 C -1.5078 4.3052 -4.4223  -0.32
116 C -0.4380 3.6223 -5.1396  0.18
117 N 0.4281 3.1117 -5.6360  -0.41
118 H -1.1385 5.1552 -3.8525  0.32
119 H -1.9820 3.5121 -3.8371  -0.07
120 H -2.1838 4.6539 -5.2336  0.30
121 C -5.9110 1.1010 -5.0204  -0.70
122 C -5.0887 0.8141 -3.7898  0.43
123 N -4.4797 0.6331 -2.8446  -0.38
124 H -6.1287 0.1619 -5.5046  0.39
125 H -5.3916 1.7294 -5.7509  0.28
126 H -6.8259 1.6232 -4.8154  0.01

=====

(2)
Here is a 6-piece molecular cluster, C33H64B2BrN2O14S5 overall in a non-equilibrium geometry from the Open Molecules 2025 dataset. Energies are from ωB97M-V with the def2-TZVPD basis set.

Results
charge	+1
E_tot	-7073.24022	a.u.
LUMO	-3.36	eV
spin multiplicity	1
gap between HOMO and LUMO	8.44	eV

Last column: Mulliken charge in e.
Element x y z (Å)
1 C 1.5637 1.3352 -1.6295  -1.14
2 C 0.7520 0.0684 -1.5354  -0.15
3 O -0.4452 0.2801 -0.7495  -0.22
4 B -1.5916 -0.1120 -1.3696  0.32
5 O -1.9221 -1.4312 -1.4565  -0.75
6 C -2.4900 1.0267 -2.0139  0.15
7 C -2.0473 1.9381 -2.9406  -0.58
8 N -3.0874 2.7659 -3.2471  0.47
9 C -3.0089 3.8573 -4.2248  -0.25
10 C -1.6357 3.9370 -4.8583  0.05
11 O -0.8308 4.7105 -4.5261  -0.41
12 Br -1.3366 2.6600 -6.2674  -0.09
13 C -4.1816 2.3863 -2.5410  0.09
14 B -5.6041 3.0949 -2.6737  0.23
15 O -5.5773 4.4378 -2.9445  -0.42
16 C -6.9790 2.3620 -2.6079  0.16
17 C -8.0432 3.2751 -1.9647  -1.38
18 N -3.8133 1.3277 -1.8029  0.36
19 C -4.6797 0.5480 -0.9123  -1.43
20 C -5.1037 -0.8161 -1.4766  2.19
21 C -6.4231 -1.2323 -0.8148  -1.66
22 C -5.2337 -0.8776 -3.0066  -1.58
23 H 0.9666 2.1301 -2.0732  0.20
24 H 2.4343 1.1722 -2.2528  0.42
25 H 1.8632 1.6679 -0.6402  0.15
26 H 0.5047 -0.2729 -2.5419  0.36
27 H 1.3489 -0.7002 -1.0579  0.21
28 H -2.0491 -1.8646 -0.6022  0.06
29 H -1.0530 1.9766 -3.3401  0.56
30 H -3.7514 3.6874 -4.9967  0.54
31 H -3.2190 4.8085 -3.7582  0.35
32 H -5.1867 4.9793 -2.2494  0.34
33 H -7.2976 2.1420 -3.6306  0.35
34 H -6.9414 1.4059 -2.0977  -0.11
35 H -8.3029 4.0889 -2.6282  0.34
36 H -7.6650 3.6857 -1.0338  0.34
37 H -8.9441 2.7105 -1.7531  0.40
38 H -5.5303 1.1414 -0.6080  0.67
39 H -4.1111 0.3618 -0.0073  -0.41
40 H -4.3689 -1.5491 -1.1714  -0.08
41 H -6.4970 -2.3145 -0.8602  0.43
42 H -7.2720 -0.8475 -1.3727  0.40
43 H -6.4908 -0.9010 0.2164  0.35
44 H -4.8341 -1.8250 -3.3554  0.23
45 H -4.6715 -0.1102 -3.5327  0.28
46 H -6.2680 -0.8199 -3.3278  0.45
47 C 1.8769 -4.0330 -3.7485  -0.30
48 C 3.1257 -4.3515 -4.5828  -0.81
49 C 4.1084 -3.1851 -4.4073  -0.71
50 S 3.7679 -2.4903 -2.7848  1.16
51 O 3.2690 -1.1415 -2.9515  -0.60
52 O 4.8668 -2.7522 -1.8948  -0.72
53 C 2.3916 -3.5687 -2.3912  -0.29
54 H 1.2219 -4.8948 -3.6458  0.35
55 H 1.3072 -3.2308 -4.2252  0.22
56 H 3.5802 -5.2739 -4.2183  0.31
57 H 2.8823 -4.5000 -5.6332  0.41
58 H 5.1470 -3.5031 -4.4341  0.38
59 H 3.9437 -2.3990 -5.1416  0.36
60 H 1.6568 -3.0189 -1.8076  0.02
61 H 2.7854 -4.4001 -1.8084  0.35
62 C -1.3855 0.6096 3.5074  -0.49
63 C -1.6724 -0.3792 4.6459  -0.73
64 C -2.9187 -1.1867 4.2497  -0.80
65 S -2.9282 -1.2221 2.4534  1.34
66 O -4.0921 -0.5058 1.9684  -0.76
67 O -2.6557 -2.5572 1.9689  -0.67
68 C -1.4867 -0.1949 2.2214  0.25
69 H -0.4058 1.0741 3.6012  0.08
70 H -2.1333 1.4054 3.5128  0.37
71 H -0.8234 -1.0542 4.7663  0.28
72 H -1.8219 0.1301 5.5954  0.40
73 H -2.8902 -2.2099 4.6152  0.38
74 H -3.8395 -0.7051 4.5726  0.35
75 H -1.6138 0.4195 1.3360  -0.22
76 H -0.6308 -0.8566 2.0933  0.31
77 C 5.0712 3.2255 2.5403  -0.25
78 C 4.7374 1.7383 2.3902  -0.73
79 C 3.4568 1.4766 3.1925  -0.59
80 S 2.5450 3.0276 3.1954  1.10
81 O 2.4691 3.5187 4.5477  -0.69
82 O 1.3458 2.8809 2.3970  -0.58
83 C 3.7649 3.9777 2.2970  -0.82
84 H 5.8454 3.5375 1.8432  0.41
85 H 5.4348 3.4190 3.5466  0.02
86 H 4.5686 1.5040 1.3365  0.29
87 H 5.5532 1.1087 2.7402  0.35
88 H 2.8333 0.7068 2.7439  0.28
89 H 3.6723 1.2235 4.2289  0.43
90 H 3.7666 4.9986 2.6715  0.44
91 H 3.4839 3.9647 1.2439  0.35
92 C 10.0859 3.5162 6.2500  -0.54
93 C 8.9847 3.7394 7.2963  -0.65
94 C 7.6415 3.4342 6.6199  -0.66
95 S 7.9960 2.2280 5.3337  1.22
96 O 7.7239 2.8267 4.0481  -0.62
97 O 7.4140 0.9565 5.6796  -0.72
98 C 9.7662 2.1807 5.5853  -0.79
99 H 11.0768 3.5075 6.6999  0.35
100 H 10.0606 4.3164 5.5074  0.29
101 H 9.1370 3.0601 8.1366  0.30
102 H 9.0008 4.7543 7.6892  0.33
103 H 6.9145 3.0057 7.3045  0.41
104 H 7.2206 4.3137 6.1366  0.33
105 H 10.2591 2.0346 4.6273  0.40
106 H 9.9780 1.3426 6.2483  0.35
107 C -2.7914 -4.8265 -0.9255  0.26
108 C -3.7445 -5.3798 -1.9942  -0.71
109 C -2.8789 -5.9765 -3.1120  -0.82
110 S -1.3420 -6.4952 -2.3315  1.01
111 O -0.2680 -5.6832 -2.8525  -0.61
112 O -1.2529 -7.9290 -2.3329  -0.68
113 C -1.7478 -5.9113 -0.6882  -1.04
114 H -3.3140 -4.5677 -0.0051  0.60
115 H -2.3012 -3.9301 -1.3026  -0.35
116 H -4.3719 -6.1561 -1.5536  0.40
117 H -4.4068 -4.6082 -2.3866  0.23
118 H -3.3370 -6.8416 -3.5837  0.43
119 H -2.6252 -5.2347 -3.8668  0.37
120 H -0.8426 -5.5525 -0.2046  0.45
121 H -2.1616 -6.7510 -0.1316  0.41

=====

Short version: HOMO level = -10.67; -11.80 eV, in the order given.